Record 1
The following is a DFT calculation (ωB97M-V/def2-TZVPD) of a structure of composition C19H21N7O8S4Ti in a non-equilibrium geometry.

The value obtained for the energy above the lowest of the compared OMol25 structures with the same formula, charge and spin is 189.8 kJ/mol. For the strongest force on any atom, the calculation gives 2.094 eV/Å. As for the total charge: -2. The total energy is -113316.86113 eV.

CARTESIAN COORDINATES (ANGSTROEM)
Ti (-0.7730, 0.2763, 0.2443)
S (-2.3642, -0.9329, -1.1645)
S (-2.0648, -2.9575, -1.1529)
S (-0.4327, -3.2081, -2.4441)
S (-0.8503, -2.3845, -4.2829)
O (-0.1714, 6.2280, 4.1142)
C (0.4047, 5.9195, 3.0994)
O (1.1804, 6.7840, 2.4523)
C (0.3198, 4.5203, 2.5449)
C (1.3803, 3.9311, 1.8656)
C (1.2173, 2.6585, 1.3547)
N (0.0883, 1.9634, 1.4986)
C (-0.9162, 2.5144, 2.1828)
C (-0.8401, 3.7847, 2.7329)
C (-2.1759, 1.6554, 2.3310)
O (-3.0725, 2.0621, 3.0477)
O (-2.1025, 0.5544, 1.6841)
H (2.3147, 4.4512, 1.7173)
H (2.0145, 2.1753, 0.8034)
H (-1.6878, 4.1738, 3.2772)
N (0.5205, 0.0938, -1.5238)
C (0.0184, 0.8815, -2.6682)
C (1.1250, 1.3279, -3.6426)
C (1.6403, 2.7558, -3.4477)
C (2.0083, 3.0142, -1.9966)
N (2.2969, 4.4103, -1.6756)
C (1.4399, 5.1934, -0.9403)
N (1.8380, 6.1861, -0.1896)
N (0.1312, 4.8833, -1.0005)
C (-0.8695, 2.0076, -2.1242)
O (-1.1156, 3.0160, -2.7916)
O (-1.3130, 1.8155, -0.9320)
H (1.4824, 0.3253, -1.2727)
H (0.5276, -0.9131, -1.7307)
H (-0.6662, 0.2082, -3.2018)
H (0.7759, 1.2081, -4.6684)
H (1.9446, 0.6106, -3.5330)
H (0.8667, 3.4626, -3.7418)
H (2.5099, 2.9340, -4.0889)
H (2.8694, 2.4075, -1.7032)
H (1.1907, 2.7018, -1.3485)
H (3.2655, 4.6542, -1.5685)
H (2.8510, 6.2542, -0.2081)
H (1.4198, 6.5246, 1.5029)
H (-0.2871, 4.2559, -1.6941)
H (-0.4931, 5.5071, -0.5218)
N (7.8268, -0.0760, 2.7483)
C (6.8627, -0.0580, 2.1227)
C (5.6576, -0.0210, 1.3352)
C (5.7334, 0.1566, -0.0425)
C (4.5393, 0.2368, -0.7397)
N (3.3451, 0.1440, -0.1665)
C (3.2780, -0.1012, 1.1425)
C (4.4151, -0.1557, 1.9402)
H (6.6853, 0.2409, -0.5468)
H (4.5450, 0.3906, -1.8144)
H (2.2900, -0.2228, 1.5664)
H (4.3294, -0.3239, 3.0042)
O (0.1748, -1.0183, 0.8502)
O (1.1309, -1.9460, 0.5480)

***

Record 2
The following is a DFT calculation (ωB97M-V/def2-TZVPD) of the molecule H5N3 in a non-equilibrium geometry.

The value obtained for the energy above the lowest of the compared OMol25 structures with the same formula, charge and spin is 68.1 kJ/mol. For the strongest force on any atom, the calculation gives 3.689 eV/Å. The SMILES is NNN. The total energy is -4548.80579 eV.

CARTESIAN COORDINATES (ANGSTROEM)
N (0.5549, -0.5291, -0.9019)
N (-0.4988, 0.7092, 0.9366)
N (-0.4775, -0.4527, 0.0716)
H (0.6361, 0.1662, -1.6249)
H (1.4367, -0.9343, -0.5665)
H (-0.3916, 0.2476, 1.7895)
H (0.2548, 1.2156, 0.6609)
H (-1.5146, -0.4226, -0.3654)

***

Record 3
The following is a DFT calculation (ωB97M-V/def2-TZVPD) of a cluster of 9 separate species, H18O9 in total in a non-equilibrium geometry.

The value obtained for the energy above the lowest of the compared OMol25 structures with the same formula, charge and spin is 431.6 kJ/mol. For the strongest force on any atom, the calculation gives 6.719 eV/Å. The SMILES is O.O.O.O.O.O.O.O.O. The total energy is -18717.66259 eV.

CARTESIAN COORDINATES (ANGSTROEM)
O (-0.1962, 1.0079, 0.9194)
H (-0.9278, 1.5227, 1.2286)
H (-0.0789, 1.3590, -0.0273)
O (-0.7441, 0.0760, -2.0262)
H (-1.4495, 0.0238, -2.6410)
H (-0.6785, -0.7471, -1.3913)
O (2.2023, 1.2177, 2.5015)
H (2.6369, 1.6463, 3.2303)
H (3.1680, 0.8917, 2.1506)
O (0.2201, -1.5695, 0.2628)
H (-0.4866, -1.7476, 0.8354)
H (0.4241, -0.7147, 0.6441)
O (0.6166, 1.1349, -3.9162)
H (0.5099, 1.7166, -3.2593)
H (0.3541, 0.3050, -3.5231)
O (3.0214, -0.2406, -0.0849)
H (2.0711, -0.6935, -0.1531)
H (3.6377, -0.8467, -0.3382)
O (-2.0343, -3.3795, 0.5130)
H (-2.9864, -3.2453, 0.3067)
H (-1.3016, -3.4453, -0.0648)
O (0.6952, 3.2746, 1.4759)
H (0.7582, 3.8484, 2.1223)
H (1.0765, 2.3996, 1.6619)
O (-3.6807, -1.5167, 0.1480)
H (-2.9602, -1.2452, 0.7237)
H (-4.5703, -1.0660, 0.1474)